{
  "formula": "C28H57IN2O5P",
  "method": "ωB97M-V with the def2-TZVPD basis set",
  "species": ["C", "O", "C", "H", "C", "H", "H", "C", "C", "H", "H", "H", "H", "H", "H", "H", "H", "C", "H", "H", "N", "H", "H", "H", "H", "O", "O", "C", "H", "C", "H", "C", "C", "C", "C", "H", "H", "H", "H", "H", "H", "H", "H", "H", "C", "C", "H", "H", "O", "H", "C", "O", "P", "H", "H", "H", "C", "C", "H", "H", "H", "H", "C", "C", "H", "H", "C", "H", "H", "C", "H", "C", "C", "C", "H", "H", "C", "N", "H", "H", "H", "H", "C", "H", "C", "H", "I", "H", "H", "H", "H", "C", "H", "H"],
  "positions_angstrom": [[-8.671124, -0.205543, -0.733090], [-9.633437, 0.853525, 1.243153], [-7.173685, -0.616161, -0.776041], [3.184790, -1.433055, 3.511659], [6.134907, 0.710584, -0.759374], [4.768429, 3.591695, -0.564638], [-0.541365, -2.574963, -0.697566], [-0.697397, -2.773600, 0.376606], [4.241505, -0.965685, 1.506853], [2.539331, -3.032458, 1.675181], [4.563471, 0.343471, 4.864507], [0.008138, 0.680932, -1.642279], [-6.634455, 0.090501, -0.121982], [1.972767, 0.946707, -0.311304], [7.472084, -0.426470, 0.543534], [-6.876301, -2.097615, 0.815327], [-9.602745, 1.727210, 3.096725], [2.865210, 4.535576, -0.280553], [-8.740306, 0.874949, -0.940375], [-4.613257, -3.603996, 0.960984], [3.600024, 0.293462, -1.367052], [1.868570, 4.659836, -2.175915], [-1.887767, -4.594220, 0.109620], [3.427554, 3.001601, -1.671065], [3.358615, -1.499716, -2.556637], [5.325086, -1.196869, 3.778050], [0.459004, -1.452915, -3.260229], [-6.920134, -2.062505, -0.282403], [-5.780047, -3.701856, -1.130330], [4.750404, 0.175647, 3.806817], [-8.778104, -1.085053, 1.315939], [3.720846, 3.263052, -0.643362], [0.426570, 5.368959, -0.635200], [2.285761, -1.853815, -0.777534], [3.041229, 0.773225, -0.081747], [3.417638, 5.450618, -0.534286], [-8.819692, 0.140623, 3.058239], [1.273582, 0.505350, -4.935165], [4.367938, -2.014154, 1.212967], [3.396704, 1.023453, -2.062527], [0.891486, -0.663991, 0.488441], [6.531414, 1.544092, -1.353016], [-4.571814, -1.805146, 0.883038], [2.644214, 4.592098, 0.796087], [0.507874, -3.473087, 1.058358], [-4.493746, -2.736567, 0.296059], [-0.851896, -1.805816, 0.887209], [5.301940, 0.862639, 3.160885], [0.534535, 0.931118, -2.420694], [5.174606, -1.138472, -1.341374], [-8.972701, 1.066796, 2.480092], [2.009636, 0.168136, -4.390222], [1.366063, -0.334485, -2.997816], [1.210896, 3.401867, -1.122454], [-2.725077, -1.802541, -0.511764], [-7.745087, -2.690353, -0.656814], [5.049370, -0.065001, -1.528470], [-9.350941, -0.416569, 0.656644], [-0.257487, 4.844184, 0.058325], [2.478931, 0.274529, 1.904654], [3.108650, -2.566683, -0.596126], [-2.301208, -3.565898, 1.558654], [-5.577048, -2.664757, -0.816046], [2.940158, -0.274529, 1.066063], [-10.324057, -0.900661, 0.458433], [1.483897, -2.458743, -1.230418], [-2.029057, -3.571264, 0.492536], [5.887488, 1.117950, 0.223925], [-3.132088, -3.267500, -1.393857], [1.608671, -2.461695, 1.550106], [0.178067, 7.308973, -0.163429], [7.373617, -0.241600, -0.536447], [1.563336, 4.451930, -1.138431], [-3.096191, -2.837645, -0.381996], [-9.270717, -0.700283, -1.512970], [0.161457, -4.070845, 1.911656], [2.754822, -0.876459, -1.875405], [0.941549, 6.640733, -0.098338], [5.163397, -0.377884, 1.452331], [8.304368, 0.198579, -0.911129], [1.297008, -2.055888, 2.526556], [-6.848757, -0.522436, -1.825035], [1.802527, -1.273541, 0.578524], [7.253297, -1.217443, -1.029368], [4.113439, -1.025081, 3.089602], [1.021757, -4.124249, 0.331432], [5.508352, 0.361466, -3.638972], [-5.204545, -2.121372, -1.697767], [2.667393, 2.503320, 1.074206], [-8.002470, 1.573110, 2.321732], [1.156266, 6.543127, 0.890199], [3.495583, 2.157970, 0.432115], [4.353942, 2.118219, 1.121465], [-0.185462, 5.627322, -1.516477]],
  "atomic_forces_ev_per_a": [[0.265, 0.091, 0.562], [0.391, -0.642, 0.755], [-0.754, -0.159, 0.276], [0.579, -0.151, -0.085], [1.426, -0.196, -0.007], [-0.189, -0.463, -0.618], [0.218, 0.015, 0.377], [-0.239, -0.637, 0.530], [-0.707, 0.057, 3.163], [-0.145, 0.348, 0.085], [-0.427, 0.780, -0.474], [-0.092, -0.002, -0.379], [0.118, -0.140, -0.469], [0.512, -0.035, -0.411], [0.163, -0.067, -0.397], [-0.323, -0.088, -0.291], [0.205, -0.153, -0.274], [-0.251, -0.501, -0.989], [-0.048, -0.358, 0.033], [-0.352, 0.301, -0.171], [-0.292, -0.631, -0.965], [-0.316, 0.128, 0.261], [-0.053, 0.206, 0.445], [0.434, -0.152, 0.212], [0.000, 0.591, 0.062], [-0.474, 0.411, -0.641], [0.247, -0.400, 0.710], [0.481, 0.064, -0.966], [0.176, 0.335, -0.136], [0.193, -2.885, -0.381], [-0.075, 0.388, -0.080], [0.002, 1.177, 1.548], [-0.031, 0.143, -0.825], [-0.514, -0.085, 0.034], [-1.067, 0.819, 2.158], [-0.247, -0.266, 0.048], [-0.030, 0.182, -0.297], [0.322, -0.113, -0.082], [0.096, 0.436, -0.533], [0.423, 0.256, 0.411], [0.138, -0.375, -0.079], [-0.618, -0.046, 0.213], [0.258, -0.426, 0.044], [0.112, -0.182, -0.258], [0.534, 0.799, -0.574], [0.368, 0.197, -1.419], [-0.142, -0.226, -0.259], [-0.153, 0.112, 0.534], [1.310, -0.042, 0.226], [-0.326, 0.337, -0.128], [-0.091, 0.510, 0.221], [-0.079, 0.710, 1.560], [-1.698, -0.928, -1.217], [0.026, 0.338, -0.045], [-0.227, -0.316, -0.152], [0.143, 0.153, 0.376], [1.152, 0.632, -0.184], [-0.583, 0.159, -1.319], [0.419, 0.010, -0.111], [0.512, -0.017, -0.176], [-0.198, 0.341, 0.095], [-0.152, -0.308, -0.355], [-0.596, -0.532, 1.023], [-0.796, -0.571, -1.552], [0.294, 0.103, 0.307], [0.336, 0.249, 0.026], [0.429, 0.938, -0.740], [-0.519, -0.224, -0.367], [-0.166, -0.062, 0.381], [-1.245, 0.022, -0.184], [0.309, 0.108, 0.150], [-0.430, 0.042, 0.253], [0.311, -0.033, 0.977], [0.314, 0.409, 1.132], [0.398, -0.097, 0.199], [0.171, 0.056, -0.279], [-0.504, -0.100, -0.490], [-0.497, -0.278, -0.064], [-0.226, -0.256, -0.808], [-0.290, -0.048, 0.149], [0.178, -0.141, -0.213], [0.195, 0.085, 0.435], [2.056, -0.439, 0.068], [0.018, 0.292, 0.084], [0.736, 1.857, -0.021], [-0.462, -0.152, 0.314], [-0.177, -0.587, 0.442], [-0.101, -0.033, 0.337], [0.161, -0.357, -0.248], [-0.205, -0.259, 0.103], [0.008, 0.087, -0.140], [0.069, 0.215, -0.452], [-0.191, -0.214, -0.381], [0.093, -0.115, 0.369]],
  "de_lowest_ev": 1.405,
  "total_energy_ev": -60560.53194,
  "total_charge": 1,
  "homo_ev": -10.668
}